Record 1
A 3-piece molecular cluster, C25H27F2IO11 overall at a distorted geometry. Source: OMol25; level of theory: ωB97M-V/def2-TZVPD.

Calculated values
largest force on an atom: 1.68 eV Å⁻¹
electronic energy: -2293.801440 Eh
E_HOMO: -9.6 eV
molecular weight: 668.380 g/mol
SMILES: C#CCCCC1=C(CCCC(=O)OCC)C(=O)C(CC=O)=C(I)C1=O.O=C1OC[C@@H](F)O1.O=C1OC[C@@H](F)O1

XYZ file:
```
66
C25H27F2IO11 (ωB97M-V/def2-TZVPD)
C -2.329 -0.223 0.966
C -2.265 -0.154 -0.233
C -2.022 -0.562 -1.640
C -0.557 -1.046 -1.888
C 0.197 -1.483 -0.622
C 1.332 -2.459 -0.932
C 2.451 -2.091 -1.542
C 2.818 -0.699 -1.979
C 3.532 -0.009 -0.788
C 4.249 1.312 -1.187
C 4.177 2.263 0.024
O 3.197 2.932 0.142
O 5.185 2.313 0.945
C 5.421 1.073 1.610
C 4.344 0.702 2.629
C 3.494 -3.158 -1.827
O 4.218 -3.067 -2.778
C 3.576 -4.284 -0.828
C 4.928 -4.924 -0.558
C 5.366 -4.478 0.851
O 6.116 -5.092 1.546
C 2.470 -4.649 -0.208
I 2.417 -6.218 1.220
C 1.179 -3.907 -0.532
O 0.111 -4.437 -0.445
H -2.321 -0.316 2.023
H -2.778 -1.270 -1.978
H -2.170 0.344 -2.238
H -0.062 -0.238 -2.430
H -0.583 -1.890 -2.586
H -0.489 -2.044 0.018
H 0.616 -0.643 -0.066
H 3.551 -0.757 -2.792
H 1.986 -0.107 -2.358
H 2.792 0.171 -0.002
H 4.256 -0.729 -0.390
H 5.292 1.065 -1.409
H 3.748 1.747 -2.049
H 6.354 1.197 2.168
H 5.609 0.241 0.922
H 4.682 -0.207 3.142
H 4.226 1.464 3.401
H 3.382 0.468 2.166
H 4.832 -6.009 -0.614
H 5.683 -4.562 -1.264
H 4.916 -3.536 1.248
C -5.800 1.680 -0.655
C -6.283 2.677 -1.675
O -5.504 2.361 -2.813
C -5.214 1.028 -2.723
O -4.806 0.372 -3.621
O -5.459 0.557 -1.477
F -6.010 3.955 -1.296
H -4.914 2.021 -0.125
H -6.561 1.416 0.069
H -7.343 2.594 -1.924
C -5.849 4.738 2.399
C -6.034 4.310 3.832
O -6.441 2.958 3.701
C -5.880 2.494 2.547
O -5.789 1.348 2.257
O -5.433 3.519 1.777
F -7.021 5.011 4.437
H -6.781 5.079 1.946
H -5.095 5.513 2.283
H -5.128 4.360 4.439
```



Record 2
C25H27F3IrN4O4S3 as an isolated structure. Source: OMol25; level of theory: ωB97M-V/def2-TZVPD.

Calculated values
largest force on an atom: 0.66 eV Å⁻¹
electronic energy: -3087.160027 Eh
charge: +1
E_HOMO: -10.5 eV
molecular weight: 792.927 g/mol
energy above the lowest of the compared OMol25 structures with the same formula, charge and spin: 34.4 kJ/mol

XYZ file:
```
67
C25H27F3IrN4O4S3 (ωB97M-V/def2-TZVPD)
Ir -0.691 0.164 0.177
O 4.014 0.657 2.835
C 3.630 -0.615 3.034
C 4.433 -1.398 3.865
C 4.103 -2.710 4.122
C 2.960 -3.281 3.559
C 2.164 -2.515 2.739
C 2.480 -1.179 2.456
C 1.594 -0.421 1.564
O 0.578 -1.069 1.055
N 1.840 0.835 1.313
N 0.969 1.398 0.353
C 1.537 2.354 -0.300
S 0.874 3.087 -1.740
C 1.958 4.536 -1.668
C 3.326 4.037 -1.254
S 3.124 2.925 0.161
H 3.348 1.090 2.266
H 5.313 -0.940 4.297
H 4.738 -3.300 4.770
H 2.702 -4.310 3.766
H 1.273 -2.936 2.294
H 1.555 5.256 -0.958
H 1.967 4.976 -2.665
H 3.971 4.854 -0.934
H 3.810 3.496 -2.066
O -1.803 -1.517 -0.080
N -2.420 -2.007 1.017
C -3.001 -3.218 0.867
C -3.651 -3.807 1.911
C -3.695 -3.135 3.139
C -3.090 -1.912 3.263
C -2.432 -1.324 2.172
S -1.711 0.239 2.259
H -2.891 -3.645 -0.118
H -4.107 -4.776 1.775
H -4.196 -3.580 3.988
H -3.095 -1.369 4.198
C -2.220 3.194 1.402
C -2.078 3.025 -0.092
O -2.161 1.672 -0.626
C -3.548 1.268 -0.791
C -3.680 0.098 -1.735
H -2.168 4.268 1.594
H -1.402 2.729 1.951
H -3.169 2.830 1.792
H -1.121 3.410 -0.425
H -2.854 3.592 -0.608
H -4.066 2.128 -1.216
H -3.966 1.063 0.197
H -3.540 0.407 -2.771
H -4.688 -0.308 -1.645
H -2.977 -0.700 -1.503
F 2.277 -0.533 -6.088
C 1.556 -1.528 -5.552
F 2.332 -2.612 -5.486
F 0.543 -1.790 -6.388
C 1.035 -1.123 -4.192
C 1.461 -1.757 -3.039
C 0.957 -1.323 -1.827
N 0.088 -0.310 -1.740
C -0.330 0.294 -2.859
C 0.120 -0.086 -4.106
H 2.167 -2.573 -3.073
H 1.241 -1.786 -0.891
H -1.045 1.093 -2.730
H -0.240 0.421 -4.990
```



Record 3
A single C25H27N3O6 molecule at a distorted geometry. Source: OMol25; level of theory: ωB97M-V/def2-TZVPD.

Calculated values
largest force on an atom: 1.51 eV Å⁻¹
electronic energy: -1584.548843 Eh
E_HOMO: -8.4 eV
molecular weight: 465.506 g/mol
SMILES: CCOc1ccc([C@@H]2C(C(=O)c3ccco3)=C(O)C(=O)N2CCCn2ccnc2)cc1OCC
energy above the lowest of the compared OMol25 structures with the same formula, charge and spin: 303.9 kJ/mol

XYZ file:
```
61
C25H27N3O6 (ωB97M-V/def2-TZVPD)
C 3.373 2.720 0.838
C 2.232 3.725 0.735
H 2.620 4.710 0.463
H 1.702 3.801 1.688
O 1.334 3.424 -0.324
C 0.664 2.244 -0.369
C 0.352 1.800 -1.650
C -0.354 0.632 -1.871
C -0.754 -0.135 -0.792
C -0.462 0.299 0.496
C 0.216 1.485 0.737
O 0.483 1.961 1.988
C -0.082 1.339 3.127
C -1.572 1.623 3.288
H -1.744 2.696 3.276
H -1.914 1.223 4.239
H -2.160 1.172 2.493
H 0.470 1.782 3.961
H 0.117 0.260 3.124
H -0.807 -0.303 1.322
C -1.534 -1.415 -0.972
N -0.756 -2.597 -0.620
C -1.375 -3.350 0.307
O -1.044 -4.421 0.788
C -2.601 -2.608 0.714
C -2.713 -1.483 -0.030
C -3.683 -0.403 0.168
O -4.306 -0.277 1.208
C -3.847 0.572 -0.914
C -4.490 1.788 -0.860
C -4.386 2.349 -2.146
C -3.698 1.438 -2.894
O -3.369 0.368 -2.164
H -3.399 1.442 -3.924
H -4.769 3.293 -2.475
H -4.966 2.205 0.003
O -3.373 -3.122 1.658
H -2.976 -3.972 1.926
C 0.441 -2.973 -1.343
H 0.774 -2.101 -1.912
C 1.547 -3.452 -0.401
H 2.333 -3.923 -0.992
C 2.159 -2.316 0.430
N 3.189 -1.618 -0.292
C 4.489 -1.988 -0.395
N 5.171 -1.188 -1.165
C 4.285 -0.253 -1.595
C 3.051 -0.503 -1.069
H 2.120 0.015 -1.166
H 4.591 0.535 -2.252
H 4.892 -2.840 0.115
H 2.605 -2.730 1.339
H 1.382 -1.600 0.715
H 1.126 -4.204 0.266
H 0.200 -3.779 -2.046
H -1.855 -1.497 -2.018
H -0.582 0.322 -2.879
H 0.685 2.407 -2.477
H 3.862 2.601 -0.126
H 3.004 1.749 1.159
H 4.102 3.071 1.563
```



Record 4
C25H27N4RuS3 as an isolated structure at a distorted geometry. Source: OMol25; level of theory: ωB97M-V/def2-TZVPD.

Calculated values
2S+1: 2
largest force on an atom: 2.44 eV Å⁻¹
electronic energy: -2477.289171 Eh
E_HOMO (spin up / spin down): -7.2 / -7.1 eV
molecular weight: 580.790 g/mol
expectation value of S²: 0.79

XYZ file:
```
60
C25H27N4RuS3 (ωB97M-V/def2-TZVPD)
Ru -0.119 -0.066 0.797
C 0.462 -1.792 -1.996
N -0.760 -1.611 -1.210
C -1.773 -0.912 -2.005
C -1.638 0.612 -1.934
N -1.788 1.097 -0.565
C -3.164 0.938 -0.085
C -1.389 2.461 -0.360
C -1.375 3.399 -1.382
C -1.071 4.726 -1.126
C -0.804 5.140 0.169
C -0.804 4.219 1.198
C -1.062 2.870 0.950
S -0.962 1.755 2.294
C -1.306 -2.862 -0.728
C -1.411 -3.964 -1.566
C -1.995 -5.145 -1.144
C -2.467 -5.254 0.155
C -2.378 -4.170 1.001
C -1.822 -2.959 0.576
S -1.876 -1.638 1.711
H 0.279 -2.329 -2.937
H 1.197 -2.338 -1.407
H 0.860 -0.813 -2.249
H -2.758 -1.214 -1.643
H -1.699 -1.218 -3.061
H -2.413 1.033 -2.592
H -0.645 0.920 -2.287
H -3.859 1.458 -0.758
H -3.251 1.363 0.914
H -3.433 -0.116 -0.019
H -1.609 3.108 -2.393
H -1.058 5.430 -1.944
H -0.583 6.178 0.374
H -0.584 4.520 2.212
H -1.041 -3.903 -2.578
H -2.092 -5.970 -1.834
H -2.913 -6.174 0.499
H -2.745 -4.226 2.014
S 3.762 -2.217 2.342
C 2.648 -3.424 1.850
C 1.535 -2.912 1.259
C 1.525 -1.495 1.174
C 2.670 -0.966 1.720
C 3.010 0.422 1.810
C 4.236 0.867 2.325
C 4.493 2.216 2.390
C 3.525 3.106 1.937
C 2.353 2.590 1.417
N 2.091 1.293 1.351
H 2.889 -4.458 2.015
H 0.742 -3.553 0.904
H 4.956 0.138 2.664
H 5.431 2.580 2.782
H 3.673 4.173 1.980
H 1.588 3.251 1.028
N 1.449 1.433 -1.675
H 1.347 0.941 -0.773
H 2.285 1.060 -2.115
H 1.639 2.404 -1.447
```